# 1
Computed, not measured: a cluster of 2 separate species, C6H9N3OS in total, with the ωB97M-V functional and the def2-TZVPD basis.

Frontier orbital gap (alpha / beta) = 5.9 / 5.9 eV
HOMO (alpha / beta) = -9.13 / -9.12 eV

Last column: Löwdin charge in e.
Cartesian coordinates (Å):
C: 4.170 0.085 1.435  -0.215
C: 2.490 -0.973 2.105  -0.848
C: 0.214 0.978 -0.401  -0.119
C: -0.709 0.496 -1.467  -0.119
C: -1.215 0.674 -0.057  -0.263
C: -1.548 -0.556 0.768  -0.304
N: 3.371 -0.063 2.496  0.081
N: 3.833 -0.659 0.398  0.074
N: 2.784 -1.348 0.828  0.008
O: -0.476 -1.319 1.179  -0.251
S: 1.230 -1.644 3.009  0.938
H: 5.005 0.753 1.427  0.105
H: 0.954 0.287 -0.030  0.065
H: 0.537 2.007 -0.409  0.101
H: -1.041 1.195 -2.220  0.095
H: -0.587 -0.513 -1.829  0.101
H: -1.870 1.516 0.121  0.128
H: -2.147 -1.271 0.169  0.143
H: -2.202 -0.282 1.613  0.125
H: 2.262 -1.974 0.233  0.157

# 2
Computed, not measured: a structure of composition C8H20FeN4O, with the ωB97M-V functional and the def2-TZVPD basis.

Frontier orbital gap (alpha / beta) = 10.7 / 9.6 eV
HOMO (alpha / beta) = -16.78 / -16.76 eV
Charge = +2
2S+1 = 5

Last column: Mulliken spin population.
Cartesian coordinates (Å):
Fe: -0.345 0.449 0.409  3.799
C: -2.292 -1.295 -0.851  -0.022
C: -1.696 -2.248 0.171  0.000
N: -0.844 -1.515 1.148  0.034
C: 0.460 -2.169 1.423  -0.009
C: 1.385 -2.062 0.216  0.001
N: 1.347 -0.690 -0.344  0.047
C: 1.175 -0.592 -1.811  0.005
C: -0.229 -1.002 -2.228  -0.014
N: -1.259 -0.359 -1.363  0.046
H: -3.075 -0.693 -0.384  0.006
H: -2.757 -1.861 -1.662  0.003
H: -1.093 -3.019 -0.306  0.001
H: -2.509 -2.763 0.683  0.000
H: -1.349 -1.438 2.026  0.005
H: 0.326 -3.218 1.696  0.004
H: 0.906 -1.662 2.280  0.000
H: 1.115 -2.775 -0.563  -0.001
H: 2.394 -2.320 0.535  0.002
H: 2.205 -0.209 -0.099  -0.002
H: 1.912 -1.189 -2.353  0.003
H: 1.337 0.454 -2.079  0.000
H: -0.358 -2.082 -2.177  -0.002
H: -0.378 -0.721 -3.270  0.001
H: -1.741 0.359 -1.896  0.005
C: -0.269 4.059 1.854  0.006
C: 0.687 3.343 0.963  0.021
N: 1.732 3.976 0.489  0.014
O: 0.498 2.124 0.661  0.050
H: 0.043 5.077 2.070  0.000
H: -0.365 3.506 2.788  0.000
H: -1.249 4.080 1.374  0.000
H: 1.898 4.944 0.716  -0.001
H: 2.390 3.513 -0.119  0.000

# 3
Computed, not measured: a structure of composition C35H49BiGe2N3OS, with the ωB97M-V functional and the def2-TZVPD basis.

Frontier orbital gap (alpha / beta) = 7.4 / 5.2 eV
HOMO (alpha / beta) = -12.80 / -13.03 eV
Charge = +2
2S+1 = 2

Last column: Mulliken spin population.
Cartesian coordinates (Å):
Bi: 0.685 0.508 -0.287  0.365
C: 0.709 6.928 -1.580  -0.001
C: 0.542 5.466 -1.309  0.001
C: 0.362 4.545 -2.339  0.009
C: 0.239 3.204 -2.050  0.019
N: 0.283 2.743 -0.791  0.030
C: 0.434 3.621 0.220  0.009
C: 0.556 4.971 -0.004  -0.005
H: 0.782 7.135 -2.644  0.000
H: 1.606 7.303 -1.086  0.000
H: -0.137 7.486 -1.175  0.001
H: 0.313 4.870 -3.369  0.000
H: 0.071 2.475 -2.833  0.003
H: 0.449 3.214 1.224  -0.013
H: 0.663 5.639 0.841  0.000
S: 0.546 1.239 2.838  0.074
C: 0.589 0.123 4.117  0.024
N: 1.422 0.178 5.155  0.009
C: 1.179 -0.879 6.138  0.000
C: -0.055 -1.597 5.545  0.000
N: -0.212 -0.933 4.250  0.009
H: 2.077 0.932 5.271  -0.002
H: 0.978 -0.457 7.120  0.000
H: 2.042 -1.539 6.213  0.001
H: -0.946 -1.455 6.157  0.001
H: 0.113 -2.664 5.417  0.000
H: -1.020 -1.048 3.656  0.002
C: 1.437 -0.001 -2.388  0.085
C: 2.437 -1.108 -2.382  -0.009
C: 3.790 -0.851 -2.594  0.003
C: 4.714 -1.883 -2.583  -0.004
C: 4.300 -3.191 -2.361  0.013
C: 2.953 -3.461 -2.166  -0.008
C: 2.032 -2.424 -2.178  0.025
H: 0.507 -0.278 -2.890  0.004
H: 1.834 0.910 -2.833  0.004
H: 4.116 0.161 -2.798  0.001
H: 5.759 -1.671 -2.763  0.000
H: 5.021 -3.996 -2.362  0.000
H: 2.621 -4.481 -2.018  0.000
H: 0.979 -2.640 -2.043  0.007
C: 4.053 1.833 -0.078  0.009
C: 3.821 0.917 1.098  -0.006
O: 3.038 -0.221 0.690  0.046
C: 3.018 -1.233 1.710  -0.003
C: 1.939 -2.238 1.387  0.018
H: 4.695 2.660 0.225  0.001
H: 3.122 2.269 -0.455  -0.006
H: 4.541 1.302 -0.891  0.001
H: 3.296 1.425 1.913  -0.003
H: 4.774 0.549 1.487  0.002
H: 2.839 -0.755 2.678  0.001
H: 4.002 -1.707 1.732  -0.001
H: 0.939 -1.801 1.501  -0.002
H: 1.997 -3.084 2.073  0.001
H: 2.064 -2.621 0.373  -0.002
C: -1.403 -2.971 -3.373  0.003
Ge: -1.970 -2.938 -1.506  0.027
C: -3.872 -3.322 -1.369  0.014
C: -0.900 -4.153 -0.421  0.000
Ge: -1.851 -0.640 -0.567  0.091
C: -2.606 0.687 -1.780  0.042
C: -2.797 2.031 -1.444  0.008
C: -3.442 2.893 -2.317  -0.011
C: -3.901 2.427 -3.543  0.020
C: -3.705 1.101 -3.898  -0.006
C: -3.054 0.239 -3.026  0.048
C: -2.728 -0.587 1.174  0.032
C: -3.090 -1.795 1.777  0.010
C: -3.819 -1.815 2.961  -0.005
C: -4.171 -0.621 3.575  0.015
C: -3.796 0.588 3.002  -0.007
C: -3.086 0.603 1.811  0.005
H: -0.965 -3.948 -3.582  0.000
H: -0.664 -2.211 -3.618  0.001
H: -2.263 -2.839 -4.028  0.000
H: -4.045 -4.289 -1.844  0.004
H: -4.465 -2.570 -1.889  0.000
H: -4.205 -3.375 -0.335  -0.002
H: -1.161 -5.174 -0.705  0.000
H: -1.092 -4.038 0.644  0.000
H: 0.165 -4.012 -0.599  0.000
H: -2.454 2.417 -0.493  -0.005
H: -3.597 3.928 -2.039  0.000
H: -4.413 3.098 -4.220  0.001
H: -4.059 0.736 -4.852  0.000
H: -2.903 -0.790 -3.327  0.005
H: -2.835 -2.738 1.311  0.001
H: -4.121 -2.760 3.394  0.000
H: -4.744 -0.631 4.493  0.000
H: -4.070 1.520 3.478  0.000
H: -2.827 1.560 1.378  0.000

In order of appearance, DFT total energy = -871.54210 -1874.32066 -6368.70831 Eh.
In order of appearance, ΔE to the lowest compared entry with this formula, charge and spin = 103.5 1.4 7.7 kcal per mole.